(1)
ORCA calculation (the ωB97M-V functional and the def2-TZVPD basis) on an isolated molecule of C5H11NO2S2 in a non-equilibrium geometry.

Last column: Mulliken charge in e.
Positions of all 21 atoms, in Å:
H (2.252, 0.335, 3.039)  0.411
H (2.768, 0.810, 1.433)  0.373
H (1.253, -0.675, 1.133)  0.293
C (1.985, 0.848, 2.166)  -1.480
C (0.113, 0.888, 0.562)  -0.199
O (-1.418, 0.264, -3.918)  -0.564
H (0.926, -1.169, -1.859)  0.311
H (-1.786, -1.631, -0.379)  0.351
C (-0.227, -1.131, -1.840)  -0.447
C (-0.766, -1.138, -0.408)  -0.816
H (0.829, 1.036, -0.284)  0.256
C (0.751, 0.092, 1.627)  -0.450
H (1.741, 1.832, 2.550)  0.367
H (-0.063, -1.492, 0.307)  0.458
S (-0.688, 0.428, -2.664)  0.338
N (-1.040, 0.169, 0.069)  -0.176
S (-2.177, 0.931, -1.002)  0.414
H (-0.689, -1.978, -2.415)  0.386
O (-3.221, -0.096, -1.223)  -0.525
H (-0.397, 1.893, 0.815)  0.327
H (-0.146, -0.216, 2.290)  0.372

HOMO = -8.53 eV
molecular weight = 181.28 g mol⁻¹
SMILES = CCCN1CCS(=O)#S1=O
gap between HOMO and LUMO = 8.7787 eV

***

(2)
ORCA calculation (the ωB97M-V functional and the def2-TZVPD basis) on a cluster of 2 separate species, C5H11NO3 in total in a non-equilibrium geometry.

Last column: Mulliken charge in e.
Positions of all 20 atoms, in Å:
H (1.270, 2.719, 0.354)  0.331
H (-4.224, -0.010, -1.170)  0.336
C (-2.693, -0.140, 0.099)  0.701
H (2.539, 1.399, -1.207)  0.235
C (3.565, -0.907, -0.408)  -0.867
O (1.737, -0.734, 1.053)  -0.623
H (-0.525, -0.230, -0.757)  0.141
C (2.385, -0.192, 0.125)  0.691
H (3.931, -0.358, -1.342)  0.270
O (-3.341, 0.215, 1.028)  -0.540
H (3.300, -2.029, -0.674)  0.247
C (-1.285, -0.696, -0.039)  -0.847
C (0.841, 1.753, 0.101)  -0.891
H (0.442, 1.264, 1.086)  0.294
H (-1.410, -1.689, -0.530)  0.348
H (4.290, -0.836, 0.511)  0.236
H (0.116, 1.853, -0.715)  0.305
H (-0.875, -0.661, 0.896)  0.307
N (1.909, 0.962, -0.489)  -0.207
O (-3.282, -0.364, -1.118)  -0.466

HOMO = -9.77 eV
molecular weight = 133.15 g mol⁻¹
SMILES = CNC(C)=O.CC(=O)O
gap between HOMO and LUMO = 10.4323 eV

***

(3)
ORCA calculation (the ωB97M-V functional and the def2-TZVPD basis) on a cluster of 2 separate species, C5H11NO3 in total in a non-equilibrium geometry.

Last column: Mulliken charge in e.
Positions of all 20 atoms, in Å:
C (0.524, -0.642, 1.278)  0.044
H (2.134, -1.745, 2.165)  0.343
C (-0.207, 0.508, 1.227)  0.187
N (-1.831, -0.663, -1.059)  -0.709
O (0.177, -1.306, -1.993)  -0.519
C (-0.691, -0.295, -1.498)  0.792
H (2.646, -0.337, 1.196)  0.229
O (-1.571, 0.564, 1.290)  -0.539
H (-0.748, 1.161, -3.060)  0.407
H (0.098, -1.560, 0.904)  0.326
H (0.659, 1.275, -2.014)  0.326
O (0.320, 1.642, 1.805)  -0.519
H (-0.912, 1.808, -1.401)  0.281
H (0.264, -1.284, -2.955)  0.326
H (-0.357, 2.329, 1.781)  0.334
C (-0.412, 1.075, -2.027)  -1.193
H (-1.940, -1.661, -0.904)  0.273
H (1.923, -0.103, 2.768)  0.312
H (-1.963, -0.042, 0.625)  0.446
C (1.886, -0.725, 1.874)  -1.149

HOMO = -7.83 eV
molecular weight = 133.15 g mol⁻¹
SMILES = [H]/N=C(/C)O.CC=C(O)O
gap between HOMO and LUMO = 8.3085 eV

***

(4)
ORCA calculation (the ωB97M-V functional and the def2-TZVPD basis) on an isolated molecule of C5H11NO3S in a non-equilibrium geometry.

Last column: Mulliken charge in e.
Positions of all 21 atoms, in Å:
O (-0.078, 1.783, 1.794)  -0.620
H (-1.447, -1.376, -0.087)  0.392
H (1.868, -2.015, -0.874)  0.371
C (-1.588, 1.636, -1.594)  -0.668
C (-0.929, -0.607, 0.512)  -1.020
H (0.604, -1.405, -1.747)  0.367
O (1.046, 0.579, -0.077)  -0.396
N (-1.330, 1.420, -0.255)  -0.311
S (0.135, 1.810, 0.373)  1.259
H (-1.192, -0.466, 1.515)  0.465
H (-1.293, 0.777, -2.244)  0.186
H (-2.680, 1.853, -1.915)  0.233
C (0.801, -1.735, -0.778)  -1.609
C (1.303, -1.072, 1.609)  -1.530
O (0.697, 2.933, -0.314)  -0.651
H (0.095, -2.559, -0.450)  0.386
H (2.296, -1.328, 1.477)  0.450
H (-1.003, 2.475, -1.758)  0.391
H (1.310, -0.118, 2.347)  0.277
H (0.809, -1.880, 2.131)  0.372
C (0.576, -0.706, 0.335)  1.656

HOMO (alpha / beta) = -9.78 / -9.78 eV
molecular weight = 165.21 g mol⁻¹
gap between HOMO and LUMO (alpha / beta) = 8.9506 / 8.9473 eV

***

(5)
ORCA calculation (the ωB97M-V functional and the def2-TZVPD basis) on an isolated molecule of C5H11NO6 in a non-equilibrium geometry.

Last column: Mulliken charge in e.
Positions of all 23 atoms, in Å:
H (-1.372, -0.581, -2.637)  0.405
H (0.828, -0.802, -1.957)  0.374
N (1.284, -2.888, 3.165)  0.968
H (-1.680, 0.467, 1.949)  0.204
C (-1.324, 0.467, -2.372)  -1.676
H (-1.301, 2.610, -0.461)  0.333
O (0.997, -1.327, 1.247)  -0.042
H (1.624, 0.827, -1.746)  0.337
H (0.482, 2.352, -0.120)  0.396
O (1.828, -2.296, 1.692)  -0.377
O (0.336, -3.588, 3.047)  -0.342
H (-2.367, 0.841, -2.252)  0.367
H (0.120, 0.910, 1.537)  0.257
C (-0.346, 2.182, -0.843)  -1.631
C (-0.717, 0.203, 1.383)  -0.137
C (-0.428, 0.671, -1.147)  1.734
H (-0.922, 0.996, -3.238)  0.383
O (2.098, -2.601, 4.030)  -0.420
O (-0.282, -0.971, 2.129)  -0.233
H (-0.088, 2.759, -1.737)  0.441
H (1.323, -0.272, -0.361)  0.303
C (0.953, 0.078, -1.318)  -1.234
O (-1.045, -0.037, 0.011)  -0.409

HOMO = -9.77 eV
molecular weight = 181.14 g mol⁻¹
SMILES = CC(C)(C)OCOOO[N+](=O)[O-]
gap between HOMO and LUMO = 8.7074 eV

***

(6)
ORCA calculation (the ωB97M-V functional and the def2-TZVPD basis) on a cluster of 2 separate species, C5H11NOS in total in a non-equilibrium geometry.

Last column: Mulliken charge in e.
Positions of all 19 atoms, in Å:
C (0.706, -0.638, 1.123)  -0.303
C (-1.108, 1.108, 1.207)  -0.724
H (0.542, -1.173, 2.054)  0.385
H (-3.236, -0.179, -1.502)  0.327
H (1.108, 0.378, -2.287)  -0.188
H (2.448, -1.914, 0.713)  0.334
H (-1.371, 1.866, 1.946)  0.427
C (-2.266, 0.082, -1.079)  -0.722
H (0.811, 0.997, -2.582)  0.164
O (2.878, -0.105, -0.118)  -0.800
S (-2.326, 0.021, 0.726)  -0.170
H (-2.145, 1.172, -1.148)  0.215
N (0.664, -1.294, -0.200)  -0.400
H (0.577, -2.304, -0.159)  0.182
H (0.585, 1.078, -0.067)  0.040
C (2.028, -0.947, 0.374)  -0.234
C (0.369, 0.839, 0.983)  -0.171
H (1.127, 1.398, 1.538)  0.399
H (-1.393, -0.384, -1.523)  0.239

HOMO (alpha / beta) = -2.54 / -2.54 eV
molecular weight = 133.22 g mol⁻¹
multiplicity = 2
gap between HOMO and LUMO (alpha / beta) = 5.7592 / 5.6811 eV
charge = -1
<S²> = 0.756

***

(7)
ORCA calculation (the ωB97M-V functional and the def2-TZVPD basis) on a cluster of 2 separate species, C5H11NOS in total in a non-equilibrium geometry.

Last column: Mulliken charge in e.
Positions of all 19 atoms, in Å:
C (-1.321, 0.593, -1.151)  -0.531
H (-1.773, -1.564, -1.468)  0.347
H (0.841, 0.446, 1.778)  0.215
H (-0.825, 1.779, 0.627)  0.416
O (1.438, 1.097, -1.656)  -0.556
H (2.707, 1.771, 0.027)  0.332
C (1.795, 0.938, 1.684)  -0.636
S (-1.421, -1.292, 0.832)  -0.241
N (1.787, 1.824, 0.480)  -0.317
C (-1.118, -0.944, -0.863)  -0.690
H (2.622, 0.238, 1.645)  0.280
H (-2.355, 0.887, -1.069)  0.364
H (-0.083, -1.138, -1.122)  0.298
C (-0.465, 1.364, -0.304)  -0.208
H (-1.927, -5.186, 0.515)  0.214
C (0.964, 1.388, -0.591)  0.384
H (-1.068, 0.724, -2.192)  0.315
H (1.996, 1.559, 2.567)  0.237
H (-1.796, -4.484, 0.262)  -0.223

HOMO = -8.12 eV
molecular weight = 133.22 g mol⁻¹
gap between HOMO and LUMO = 5.1233 eV

***

(8)
ORCA calculation (the ωB97M-V functional and the def2-TZVPD basis) on a cluster of 3 separate species, C5H11NOS in total.

Last column: Mulliken charge in e.
Positions of all 19 atoms, in Å:
H (2.118, 1.905, 1.194)  0.313
N (0.938, -2.382, 0.430)  -0.569
C (0.588, -1.590, 1.340)  -0.178
H (-0.149, 0.376, 0.988)  0.016
H (0.805, -1.790, -1.535)  0.277
C (-1.221, 2.747, -1.054)  -0.379
H (2.810, 2.078, -0.171)  0.290
C (-0.960, -1.139, -0.379)  -0.352
H (-1.007, -0.330, -1.105)  0.134
C (-0.534, -0.645, 1.011)  -0.144
H (-1.157, 2.594, -2.123)  0.263
H (-0.263, -3.122, -1.085)  0.288
C (0.141, -2.164, -0.751)  -0.470
S (-0.080, 3.541, -0.253)  -0.166
O (2.239, 1.496, 0.334)  -0.599
H (-1.934, -1.625, -0.341)  0.266
H (1.084, -1.588, 2.297)  0.405
H (-2.088, 2.337, -0.550)  0.278
H (-1.330, -0.699, 1.754)  0.327

HOMO = -9.04 eV
molecular weight = 133.22 g mol⁻¹
SMILES = C1=NCCC1.C=S.O
gap between HOMO and LUMO = 8.6083 eV

***

(9)
ORCA calculation (the ωB97M-V functional and the def2-TZVPD basis) on an isolated molecule of C5H11NOS in a non-equilibrium geometry.

Last column: Mulliken charge in e.
Positions of all 19 atoms, in Å:
O (-1.044, 0.817, 0.357)  -0.177
C (-1.283, -1.349, 0.003)  -0.124
H (-1.261, 2.025, -1.500)  0.301
N (-0.664, -0.269, -0.348)  0.033
H (-0.754, -2.322, -0.011)  0.178
H (-2.926, 1.826, -0.701)  0.208
C (1.603, -1.187, -0.718)  -1.298
H (1.355, -2.353, -0.448)  0.251
H (0.885, 0.655, -0.885)  0.154
H (1.275, -1.246, -1.835)  0.353
H (-1.760, 3.068, 0.158)  0.246
C (1.203, 0.205, 1.363)  -0.758
H (1.330, 1.295, 1.879)  0.263
H (2.769, -1.096, -0.431)  0.342
C (0.801, -0.095, -0.133)  0.437
C (-1.704, 1.992, -0.444)  -0.592
H (0.770, -0.595, 2.182)  0.236
H (2.352, -0.199, 1.189)  0.244
S (-2.948, -1.173, 0.324)  -0.297

HOMO = -8.10 eV
molecular weight = 133.22 g mol⁻¹
SMILES = CON(C=S)C(C)C
gap between HOMO and LUMO = 8.5242 eV

***

(10)
ORCA calculation (the ωB97M-V functional and the def2-TZVPD basis) on an isolated molecule of C5H11NOS in a non-equilibrium geometry.

Last column: Mulliken charge in e.
Positions of all 19 atoms, in Å:
H (-1.331, 0.642, 2.304)  0.398
C (-0.396, 0.109, 2.126)  -1.746
H (-0.672, -0.932, 2.239)  0.390
H (-0.135, 2.491, 1.233)  0.230
H (-0.857, 0.675, -1.173)  0.298
H (-2.098, -2.624, -0.291)  0.107
H (-1.881, -0.285, -0.231)  0.433
C (-0.818, -0.113, -0.412)  -0.690
H (1.689, 1.574, -0.923)  0.286
C (1.309, 2.320, -0.201)  0.030
C (0.088, 0.416, 0.702)  0.383
H (-0.499, -1.224, -2.212)  0.408
C (-0.255, -1.334, -1.161)  -0.638
H (1.019, -0.097, 0.636)  0.327
H (0.836, -1.344, -1.137)  0.333
H (0.328, 0.488, 2.837)  0.418
N (0.345, 1.848, 0.624)  -0.167
O (1.785, 3.435, -0.220)  -0.559
S (-0.847, -2.955, -0.635)  -0.239

HOMO = -9.28 eV
molecular weight = 133.22 g mol⁻¹
SMILES = C[C@@H](CCS)NC=O
gap between HOMO and LUMO = 10.0389 eV

***

(11)
ORCA calculation (the ωB97M-V functional and the def2-TZVPD basis) on a structure of composition C5H11NOS in a non-equilibrium geometry.

Last column: Mulliken charge in e.
Positions of all 19 atoms, in Å:
H (-2.117, 0.410, -1.523)  0.230
H (0.393, -1.825, 2.233)  0.373
O (-0.151, -0.532, -2.002)  -0.292
H (-1.584, -0.704, -3.364)  0.223
C (1.191, 0.695, -0.668)  -0.921
H (0.761, 1.804, 0.209)  0.194
H (-0.909, 1.318, -2.922)  0.204
C (-1.343, 0.176, -2.475)  -0.483
H (1.240, 1.151, -1.964)  0.297
H (-0.028, 1.344, 1.699)  0.102
H (0.467, 0.688, 3.371)  0.305
H (1.441, -0.628, 1.295)  0.145
S (-1.168, -2.419, 0.139)  -0.280
N (0.084, -0.204, -0.723)  0.568
H (2.419, 0.128, -0.244)  0.244
C (-0.123, -1.160, 0.276)  0.070
H (-1.053, 0.229, 2.709)  0.271
C (-0.003, 0.420, 2.377)  -0.765
C (0.482, -0.894, 1.577)  -0.484

HOMO = -8.30 eV
molecular weight = 133.22 g mol⁻¹
gap between HOMO and LUMO = 8.6616 eV

***

(12)
ORCA calculation (the ωB97M-V functional and the def2-TZVPD basis) on a structure of composition C5H11NOS in a non-equilibrium geometry.

Last column: Mulliken charge in e.
Positions of all 19 atoms, in Å:
H (-2.195, 0.253, 1.211)  0.248
C (1.799, 0.838, -0.573)  -0.369
C (0.598, 0.842, 1.656)  0.409
H (-2.093, -3.032, -3.441)  0.006
H (-2.077, -1.189, 2.214)  0.277
H (1.847, 1.865, -0.199)  0.321
H (-2.144, -2.322, -3.828)  -0.004
H (0.904, 1.232, -2.360)  0.338
C (0.593, 0.649, -1.492)  -0.730
N (-0.500, 0.093, 2.389)  -0.316
S (0.376, -1.095, -2.050)  -0.220
H (2.719, 0.413, -1.044)  0.352
C (1.381, 0.105, 0.763)  -0.357
H (-0.427, 0.969, -1.187)  0.332
H (1.843, -0.879, 0.762)  0.413
H (-0.776, 0.815, 3.112)  0.308
H (-0.969, -1.037, 0.631)  0.166
C (-1.473, -0.576, 1.536)  -0.602
O (0.593, 2.058, 1.898)  -0.573

HOMO = -7.99 eV
molecular weight = 133.22 g mol⁻¹
gap between HOMO and LUMO = 4.4544 eV

***

(13)
ORCA calculation (the ωB97M-V functional and the def2-TZVPD basis) on an isolated molecule of C5H11NOS in a non-equilibrium geometry.

Last column: Mulliken charge in e.
Positions of all 19 atoms, in Å:
H (-1.996, 1.450, 0.630)  0.373
H (1.637, -2.232, -2.420)  0.274
H (1.791, -0.737, 0.636)  0.286
H (-0.158, 1.875, -1.262)  0.496
C (0.475, 1.488, -0.460)  -1.304
H (-0.998, -1.573, -0.024)  0.504
C (-0.145, 0.396, 0.477)  1.429
C (0.966, -0.267, 1.271)  -1.510
H (-1.876, -0.362, -0.814)  0.394
S (0.429, -0.710, -1.841)  0.717
C (-0.825, -0.676, -0.468)  -0.853
O (-0.225, -0.723, -3.163)  -0.624
H (0.421, -0.976, 1.910)  0.411
H (1.383, 0.258, 2.169)  0.400
H (-0.884, 1.633, 2.157)  0.405
H (-1.660, 0.253, 2.023)  0.322
N (1.329, -1.855, -1.525)  -0.544
H (1.558, 1.717, -0.594)  0.344
C (-1.222, 1.042, 1.299)  -1.521

HOMO (alpha / beta) = -7.46 / -10.17 eV
molecular weight = 133.22 g mol⁻¹
multiplicity = 3
gap between HOMO and LUMO (alpha / beta) = 8.2250 / 8.4413 eV
<S²> = 2.011